# 1
# C4H7N2S

The ion C4H7N2S with charge +1 in a non-equilibrium geometry (the ωB97M-V functional and the def2-TZVPD basis, the Open Molecules 2025 dataset).

Calculated values
Max |F|   3.5 eV/Å
E_HOMO   -0.5613 Ha
Relative energy (zero: lowest compared OMol25 entry of this formula, charge and spin)   2.176 eV
Charge   +1
Spin multiplicity   1

Last column: natural (NBO) charge in e.
Geometry (Å):
C1 -0.02 0.32 -0.50  -0.071
C2 0.74 0.74 0.53  -0.110
C3 1.29 2.04 0.91  -0.657
C4 -1.46 -1.73 -1.05  -0.459
N1 -0.21 -1.51 0.78  -0.257
N2 -0.52 -0.90 -0.31  -0.039
S1 0.94 -0.57 1.64  0.752
H1 -0.09 0.88 -1.40  0.267
H2 2.25 1.80 1.39  0.251
H3 1.38 2.85 0.15  0.271
H4 0.60 2.30 1.64  0.258
H5 -0.80 -2.63 -1.16  0.253
H6 -2.32 -2.16 -0.49  0.277
H7 -1.77 -1.42 -2.12  0.265

# 2
# C48H120O32P8

A cluster of 8 separate species, C48H120O32P8 in total in a non-equilibrium geometry (the ωB97M-V functional and the def2-TZVPD basis, the Open Molecules 2025 dataset).

Calculated values
Max |F|   5.2 eV/Å
E_HOMO (spin up / spin down)   0.0238 / -0.3088 Ha
Charge   -1
Spin multiplicity   2

Last column: Löwdin spin population.
Geometry (Å):
C1 2.30 -0.53 3.25  0.022
C2 1.35 -1.56 2.62  0.008
O1 0.04 -1.32 3.08  0.003
P1 -1.13 -1.24 1.91  0.002
O2 -2.50 -1.53 2.38  0.001
O3 -0.51 -2.22 0.70  0.002
C3 -0.78 -2.03 -0.68  0.003
C4 0.45 -1.66 -1.38  0.011
O4 -0.98 0.22 1.22  0.007
C5 -1.59 1.47 1.77  0.011
C6 -0.53 2.59 1.61  0.031
H1 1.73 -0.28 4.15  0.004
H2 3.34 -0.82 3.44  0.005
H3 2.34 0.41 2.70  0.006
H4 1.51 -1.36 1.56  0.002
H5 1.54 -2.62 2.81  0.003
H6 -0.97 -2.97 -1.19  0.000
H7 -1.66 -1.40 -0.82  0.002
H8 0.58 -0.65 -0.98  0.010
H9 1.38 -2.15 -1.10  0.001
H10 0.36 -1.54 -2.46  0.003
H11 -2.61 1.65 1.43  0.005
H12 -1.77 1.42 2.85  0.001
H13 -0.94 3.53 1.99  0.006
H14 0.35 2.53 2.26  0.005
H15 -0.33 2.71 0.55  0.015
C7 4.19 -2.29 0.44  0.013
C8 5.72 -2.48 0.50  0.008
O5 6.18 -1.41 1.23  0.005
P2 7.81 -1.25 1.36  0.004
O6 8.63 -1.17 0.13  0.008
O7 8.00 0.00 2.35  0.017
C9 7.28 1.11 1.92  0.019
C10 6.19 1.23 2.92  0.034
O8 8.28 -2.55 2.30  0.007
C11 9.53 -3.20 2.08  0.007
C12 9.64 -3.98 0.70  0.007
H16 3.93 -1.27 0.16  0.007
H17 3.72 -3.07 -0.16  0.001
H18 3.92 -2.36 1.50  0.002
H19 5.91 -3.43 0.99  0.003
H20 6.25 -2.72 -0.42  0.001
H21 7.89 2.01 2.00  0.010
H22 7.08 1.02 0.86  0.004
H23 5.46 2.04 2.85  0.008
H24 5.50 0.38 2.93  0.002
H25 6.49 1.44 3.94  0.013
H26 10.38 -2.52 2.14  0.002
H27 9.78 -3.94 2.84  0.001
H28 10.12 -3.49 -0.16  0.001
H29 10.36 -4.79 0.83  0.001
H30 8.73 -4.52 0.47  0.001
C13 -0.93 -2.35 -7.84  0.005
C14 -2.03 -3.44 -7.46  0.001
O9 -1.56 -4.23 -6.46  0.001
P3 -1.63 -3.75 -4.86  0.000
O10 -0.36 -3.86 -4.09  0.001
O11 -2.35 -2.28 -4.91  0.002
C15 -2.39 -1.49 -3.68  0.003
C16 -1.64 -0.23 -4.00  0.035
O12 -2.87 -4.59 -4.18  0.000
C17 -3.19 -5.88 -4.58  0.001
C18 -2.28 -7.01 -4.12  0.003
H31 0.09 -2.68 -7.67  0.001
H32 -0.88 -1.89 -8.83  0.001
H33 -1.07 -1.45 -7.24  0.001
H34 -2.99 -2.99 -7.24  0.000
H35 -2.12 -4.15 -8.28  0.000
H36 -3.42 -1.18 -3.50  0.003
H37 -2.07 -2.02 -2.79  0.000
H38 -0.58 -0.34 -4.21  0.008
H39 -2.07 0.47 -4.73  0.006
H40 -1.64 0.34 -3.07  0.011
H41 -4.18 -6.00 -4.13  0.000
H42 -3.31 -5.79 -5.65  0.000
H43 -1.29 -6.55 -4.16  0.000
H44 -2.25 -7.24 -3.05  0.001
H45 -2.13 -7.77 -4.88  0.000
C19 7.17 0.72 -2.40  0.023
C20 6.38 -0.53 -2.69  0.008
O13 6.47 -0.80 -4.06  0.008
P4 6.04 -2.27 -4.60  0.002
O14 5.26 -2.29 -5.83  0.004
O15 7.43 -3.16 -4.80  0.001
C21 8.50 -3.12 -3.88  0.003
C22 8.67 -4.51 -3.26  0.003
O16 5.32 -3.18 -3.46  0.001
C23 4.46 -4.24 -3.79  0.003
C24 3.43 -4.58 -2.80  0.007
H46 7.11 1.00 -1.35  0.004
H47 8.21 0.55 -2.69  0.003
H48 6.66 1.55 -2.89  0.008
H49 6.81 -1.24 -1.99  0.001
H50 5.30 -0.52 -2.51  0.008
H51 9.38 -2.80 -4.44  0.001
H52 8.50 -2.29 -3.17  0.001
H53 8.75 -5.33 -3.97  0.000
H54 9.54 -4.62 -2.61  0.001
H55 7.82 -4.65 -2.58  0.001
H56 4.01 -4.09 -4.77  0.000
H57 4.96 -5.17 -4.09  0.000
H58 2.88 -5.45 -3.14  0.001
H59 4.03 -4.79 -1.92  0.002
H60 2.82 -3.69 -2.66  0.001
C25 1.43 6.06 7.02  0.011
C26 0.97 5.14 5.91  0.017
O17 -0.39 5.42 5.62  0.007
P5 -1.45 4.38 6.20  0.002
O18 -1.11 2.90 6.27  0.005
O19 -2.83 4.84 5.47  0.002
C27 -3.51 4.43 4.29  0.006
C28 -5.04 4.58 4.55  0.003
O20 -1.69 4.93 7.81  0.001
C29 -2.43 6.19 7.90  0.001
C30 -3.95 5.89 8.10  0.001
H61 2.49 5.92 7.21  0.007
H62 1.23 7.12 6.88  0.001
H63 0.92 5.78 7.94  0.000
H64 1.61 5.34 5.04  0.008
H65 1.07 4.07 6.10  0.007
H66 -3.17 5.08 3.49  0.005
H67 -3.35 3.36 4.20  0.001
H68 -5.48 4.30 3.59  0.001
H69 -5.38 3.94 5.36  0.000
H70 -5.34 5.60 4.78  0.000
H71 -2.07 6.82 8.71  0.000
H72 -2.12 6.81 7.06  0.001
H73 -4.57 6.75 8.34  0.000
H74 -4.36 5.38 7.23  0.000
H75 -4.18 5.26 8.95  0.000
C31 -8.51 -6.77 -1.64  0.001
C32 -8.48 -5.17 -1.83  0.001
O21 -7.36 -5.05 -2.68  0.000
P6 -6.84 -3.61 -3.26  0.000
O22 -7.77 -2.53 -3.18  0.002
O23 -5.45 -3.43 -2.34  0.000
C33 -5.63 -3.47 -0.89  0.002
C34 -4.41 -3.04 -0.21  0.003
O24 -6.40 -3.99 -4.81  0.000
C35 -6.27 -2.93 -5.78  0.002
C36 -7.67 -2.33 -6.34  0.003
H76 -7.51 -7.20 -1.51  0.000
H77 -8.81 -7.00 -0.61  0.000
H78 -9.16 -7.21 -2.39  0.000
H79 -9.37 -4.63 -2.14  0.000
H80 -8.05 -4.77 -0.91  0.000
H81 -6.57 -2.96 -0.67  0.000
H82 -5.82 -4.52 -0.65  0.001
H83 -3.62 -3.76 -0.41  0.001
H84 -4.10 -2.06 -0.58  0.001
H85 -4.48 -3.06 0.88  0.000
H86 -5.76 -2.12 -5.25  0.001
H87 -5.81 -3.47 -6.60  0.000
H88 -8.37 -3.06 -6.74  0.000
H89 -8.27 -1.71 -5.67  0.000
H90 -7.54 -1.67 -7.20  0.001
C37 -4.77 0.18 3.05  0.002
C38 -5.82 -0.45 2.20  0.001
O25 -6.41 0.49 1.28  0.004
P7 -7.75 1.26 1.63  0.001
O26 -7.77 2.00 2.92  0.001
O27 -7.92 2.08 0.27  0.008
C39 -8.93 3.14 0.11  0.003
C40 -9.97 2.71 -0.76  0.002
O28 -8.94 0.10 1.54  0.001
C41 -10.09 0.02 2.44  0.001
C42 -9.79 -0.99 3.58  0.001
H91 -4.23 -0.49 3.72  0.001
H92 -4.21 0.80 2.36  0.000
H93 -5.28 0.72 3.85  0.000
H94 -5.46 -1.27 1.58  0.000
H95 -6.60 -0.80 2.88  0.000
H96 -9.41 3.24 1.08  0.000
H97 -8.36 4.06 -0.01  0.001
H98 -9.86 3.07 -1.79  0.001
H99 -10.06 1.63 -0.85  0.000
H100 -11.00 2.96 -0.47  0.000
H101 -10.20 1.00 2.91  0.000
H102 -10.87 -0.28 1.74  0.000
H103 -8.92 -0.64 4.14  0.000
H104 -10.71 -1.16 4.13  0.000
H105 -9.48 -1.94 3.13  0.000
C43 5.41 8.89 -1.01  0.012
C44 5.86 7.39 -1.14  0.024
O29 4.87 6.41 -0.69  0.009
P8 4.74 5.96 0.90  0.008
O30 4.40 7.12 1.75  0.009
O31 3.46 4.94 0.89  0.011
C45 3.62 3.57 0.78  0.018
C46 3.78 3.16 -0.61  0.040
O32 6.02 4.98 1.26  0.009
C47 7.28 5.64 1.70  0.040
C48 7.15 5.98 3.16  0.041
H106 4.42 9.02 -1.43  0.001
H107 5.42 9.35 -0.02  0.002
H108 6.12 9.62 -1.41  0.003
H109 5.91 7.31 -2.23  0.005
H110 6.90 7.31 -0.82  0.007
H111 4.22 3.09 1.55  0.005
H112 2.63 3.24 1.10  0.005
H113 3.96 2.09 -0.57  0.011
H114 2.93 3.57 -1.16  0.016
H115 4.61 3.72 -1.03  0.005
H116 8.04 4.89 1.47  0.014
H117 7.55 6.56 1.18  0.006
H118 8.13 6.01 3.62  0.009
H119 6.93 7.03 3.36  0.004
H120 6.44 5.38 3.73  0.012

What did the first record say?
# C4H7N2S

The ion C4H7N2S with charge +1 in a non-equilibrium geometry (the ωB97M-V functional and the def2-TZVPD basis, the Open Molecules 2025 dataset).

Calculated values
Max |F|   3.5 eV/Å
E_HOMO   -0.5613 Ha
Relative energy (zero: lowest compared OMol25 entry of this formula, charge and spin)   2.176 eV
Charge   +1
Spin multiplicity   1

Last column: natural (NBO) charge in e.
Geometry (Å):
C1 -0.02 0.32 -0.50  -0.071
C2 0.74 0.74 0.53  -0.110
C3 1.29 2.04 0.91  -0.657
C4 -1.46 -1.73 -1.05  -0.459
N1 -0.21 -1.51 0.78  -0.257
N2 -0.52 -0.90 -0.31  -0.039
S1 0.94 -0.57 1.64  0.752
H1 -0.09 0.88 -1.40  0.267
H2 2.25 1.80 1.39  0.251
H3 1.38 2.85 0.15  0.271
H4 0.60 2.30 1.64  0.258
H5 -0.80 -2.63 -1.16  0.253
H6 -2.32 -2.16 -0.49  0.277
H7 -1.77 -1.42 -2.12  0.265